No. 1
A 2-piece molecular cluster, C3H6N2O overall at a distorted geometry, computed with wB97M-V/def2-TZVPD.

Element x y z (Å)
C -0.8706 1.0194 0.3144
C 0.1138 -1.2846 1.5389
C 0.5900 0.5810 -1.7517
N -0.3357 -1.2728 2.7031
N 0.1032 1.2504 -0.5960
O -1.3036 1.7769 -0.7393
H 1.0700 -1.3282 1.3179
H -0.4444 -1.1272 0.5987
H -1.3109 -1.0199 2.8688
H 0.4195 1.2256 -2.7343
H 1.7581 0.6124 -1.5549
H 0.2107 -0.4331 -1.9656

LUMO energy: 0.29 eV
Energy: -8229.14080 eV
Energy relative to the best compared isomer or geometry (same formula, charge and spin): 174.3 kcal/mol
Kohn-Sham gap: 9.862 eV

No. 2
One molecule with the formula C3H6N2O at a distorted geometry, computed with wB97M-V/def2-TZVPD.

Element x y z (Å)
H -3.5527 -0.5505 -0.6710
N -2.6362 -0.7219 -0.1914
N -1.8478 0.2088 -0.2108
C -0.5657 -0.1248 0.4503
O -0.1425 0.9546 1.2359
C 0.5378 0.6636 -0.0127
C 1.9188 -0.0085 -0.1784
H -0.5861 -1.1402 0.9099
H 0.2439 1.2324 -0.8498
H 2.6790 0.5592 0.3552
H 2.2623 -0.1082 -1.2263
H 1.6892 -0.9644 0.3891

LUMO energy: 0.96 eV
Energy: -8232.76348 eV
Energy relative to the best compared isomer or geometry (same formula, charge and spin): 90.7 kcal/mol
SMILES: [H]/N=N/[C@@H]1O[C@H]1C
Kohn-Sham gap: 10.154 eV

No. 3
One molecule with the formula C3H6N2O, computed with wB97M-V/def2-TZVPD.

Element x y z (Å)
C 1.4902 -0.5788 0.2309
N 0.4956 0.1362 -0.5930
C -0.9850 -0.0423 -0.3115
N -1.4610 -0.7838 -1.1993
C -1.6544 0.7874 0.7189
O -1.1261 1.7283 1.2688
H 0.9910 -1.3946 0.7587
H 1.9789 0.0775 0.9542
H 2.2434 -1.0066 -0.4364
H 0.7697 1.1043 -0.7704
H -0.0291 -0.5372 -1.4988
H -2.7134 0.5096 0.8777

LUMO energy: 0.27 eV
Energy: -8232.57227 eV
Energy relative to the best compared isomer or geometry (same formula, charge and spin): 95.2 kcal/mol
Kohn-Sham gap: 8.955 eV

No. 4
A 3-piece molecular cluster, C3H6N2O overall at a distorted geometry, computed with wB97M-V/def2-TZVPD.

Element x y z (Å)
H -0.7675 -2.1604 -1.0154
N -1.3206 -1.6780 -0.3036
C -1.3242 -0.4245 -0.4822
C -0.6453 0.2663 -1.5735
N -0.0975 0.8302 -2.4236
H -1.8432 0.2231 0.2248
H 0.7125 -2.0957 1.5279
H 0.9851 -1.4094 1.6166
C 1.0829 1.6190 0.6035
O 0.8394 0.8440 1.4944
H 1.7743 1.3702 -0.2209
H 0.6042 2.6152 0.5519

LUMO energy: -0.20 eV
Energy: -8232.90959 eV
Energy relative to the best compared isomer or geometry (same formula, charge and spin): 87.4 kcal/mol
SMILES: [H]/N=C\C#N.[H][H].C=O
Kohn-Sham gap: 10.327 eV

No. 5
A 2-piece molecular cluster, C3H6N2O overall at a distorted geometry, computed with wB97M-V/def2-TZVPD.

Element x y z (Å)
C -0.6690 0.6830 -0.5517
C 2.3846 1.0941 0.7891
C -1.7382 -0.0038 0.1505
N 3.0588 -0.7733 -0.5081
N 2.5588 0.2124 0.0458
O -0.0053 1.5064 0.0609
H -0.3181 0.2437 -1.5275
H 1.7699 1.5395 1.5682
H -2.6928 -0.1069 -0.3768
H -2.0884 0.5060 1.0516
H -1.2198 -0.9948 0.2277
H 2.6291 -1.0001 -1.4857

LUMO energy: 0.83 eV
Energy: -8231.64536 eV
Energy relative to the best compared isomer or geometry (same formula, charge and spin): 116.5 kcal/mol
Kohn-Sham gap: 9.188 eV

No. 6
A 2-piece molecular cluster, C3H6N2O overall at a distorted geometry, computed with wB97M-V/def2-TZVPD.

Element x y z (Å)
N 0.3993 2.1459 -1.2953
C 0.7521 1.7381 -0.2718
C 1.1887 1.2531 1.0530
O 1.8259 0.2416 1.1871
H 0.8854 1.8925 1.8957
C -1.1972 -1.1207 -0.1402
N 0.0198 -1.2816 -0.9202
H -1.3091 -0.1554 0.3911
H -1.2562 -1.9173 0.6082
H -2.0645 -1.2270 -0.7995
H 0.8401 -1.2072 -0.3260
H 0.0920 -0.5468 -1.6165

LUMO energy: -1.10 eV
Energy: -8234.30949 eV
Energy relative to the best compared isomer or geometry (same formula, charge and spin): 55.1 kcal/mol
SMILES: N#CC=O.CN
Kohn-Sham gap: 8.152 eV

No. 7
C3H6N2O as an isolated structure at a distorted geometry, computed with wB97M-V/def2-TZVPD.

Element x y z (Å)
C -1.1585 -0.2950 -0.0863
C 0.9809 0.5927 -0.1910
C 0.9743 -0.9305 0.1674
H -2.8776 0.5275 0.1756
H -0.8391 1.7606 -0.2193
H 1.7774 1.0786 0.4004
H 1.2491 0.7431 -1.2844
H 1.1435 -0.8525 1.5047
H 1.9504 -1.7621 -0.2264
N -2.4118 -0.3920 0.0290
N -0.4357 0.8891 0.0463
O -0.3530 -1.3596 -0.3162

LUMO energy: 0.77 eV
Energy: -8233.79144 eV
Energy relative to the best compared isomer or geometry (same formula, charge and spin): 67.0 kcal/mol
Kohn-Sham gap: 9.986 eV

No. 8
One molecule with the formula C3H6N2O, computed with wB97M-V/def2-TZVPD.

Element x y z (Å)
C 1.7618 -0.9760 0.2062
N 0.6132 -0.1260 0.0757
C -0.5087 -0.5564 -0.3159
N -1.5977 0.3120 -0.2312
C -1.1551 1.6342 0.1488
O -1.2040 2.0344 1.2737
H 2.5793 -0.5697 -0.3977
H 1.5976 -2.0275 -0.0701
H 2.0943 -0.9422 1.2486
H -0.7329 -1.5665 -0.6902
H -2.2269 0.2981 -1.0266
H -0.7477 2.2393 -0.6824

LUMO energy: 0.91 eV
Energy: -8234.92349 eV
Energy relative to the best compared isomer or geometry (same formula, charge and spin): 40.9 kcal/mol
SMILES: C/N=C/NC=O
Kohn-Sham gap: 10.409 eV

No. 9
One molecule with the formula C3H6N2O, computed with wB97M-V/def2-TZVPD.

Element x y z (Å)
H -1.5471 1.5816 0.4762
N -0.6365 1.8289 0.0782
C -0.1126 0.7719 -0.3955
C 1.2321 0.9083 -1.0633
O 1.8332 -0.0530 -1.4834
N -0.6480 -0.5206 -0.3088
C -0.4152 -1.2126 0.9668
H 1.6290 1.9384 -1.1148
H -0.2820 -1.0815 -1.0691
H -0.2065 -0.4824 1.7543
H 0.4475 -1.8864 0.8975
H -1.2940 -1.7927 1.2618

LUMO energy: -0.04 eV
Energy: -8234.99942 eV
Energy relative to the best compared isomer or geometry (same formula, charge and spin): 39.2 kcal/mol
SMILES: [H]/N=C(/C=O)NC
Kohn-Sham gap: 9.678 eV

No. 10
One molecule with the formula C3H6N2O at a distorted geometry, computed with wB97M-V/def2-TZVPD.

Element x y z (Å)
N -2.5038 0.4247 -1.0949
C -1.5850 0.3388 -0.3952
C -0.3726 0.2181 0.4550
N -0.1523 -1.1168 0.9790
C 0.8704 0.7497 -0.3467
O 1.8861 -0.1955 -0.5445
H -0.5264 0.8833 1.3106
H -0.8753 -1.3584 1.6478
H -0.1858 -1.8085 0.2359
H 0.5323 1.1728 -1.3007
H 1.3321 1.5641 0.2156
H 1.5805 -0.8723 -1.1619

LUMO energy: 0.54 eV
Energy: -8234.98713 eV
Energy relative to the best compared isomer or geometry (same formula, charge and spin): 39.5 kcal/mol
SMILES: N#C[C@@H](N)CO
Kohn-Sham gap: 10.948 eV